Molecular formula: C4H13Br2CdNO2
Method: DFT, ωB97M-V/def2-TZVPD

Last column: natural (NBO) charge in e.
CARTESIAN COORDINATES (ANGSTROEM)
Cd (10.1452, 2.4835, -22.9616)  1.56
Br (9.4092, 2.3068, -25.3823)  -0.83
Br (11.3796, 0.4100, -22.0048)  -0.82
C (8.2085, 4.3444, -19.5969)  -0.63
C (8.8277, 3.4005, -20.5920)  -0.09
C (7.8356, 2.2184, -20.9788)  -0.07
O (8.3248, 1.5435, -22.1496)  -0.60
C (7.5426, 0.4077, -22.4409)  -0.25
N (9.1814, 4.0696, -21.9018)  -0.92
H (8.9902, 5.0382, -19.2875)  0.22
H (7.6617, 3.8943, -18.7684)  0.24
H (7.4688, 4.9695, -20.0972)  0.21
H (9.7353, 2.9795, -20.1594)  0.22
H (6.8784, 2.6284, -21.3012)  0.17
H (7.6139, 1.5493, -20.1474)  0.20
H (6.5016, 0.7131, -22.3353)  0.16
H (7.7256, -0.4589, -21.8056)  0.19
H (7.7149, 0.0687, -23.4625)  0.23
H (8.2867, 4.3839, -22.2493)  0.39
H (9.5939, 4.9657, -21.6848)  0.39
O (11.9102, 3.6571, -23.3183)  -0.98
H (12.5061, 4.1395, -22.7451)  0.50
H (12.3122, 3.7145, -24.1851)  0.51

Values from the calculation:
Highest occupied orbital energy: -8.3887 eV
Largest force on an atom: 2.75 eV Å⁻¹
LUMO level: -0.005 Ha
Multiplicity: 1
Kohn-Sham gap: 8.26 eV